{"formula": "C58H149N11O18", "method": "ωB97M-V/def2-TZVPD", "symbols": ["C", "N", "C", "H", "H", "H", "H", "C", "H", "C", "N", "H", "C", "C", "H", "C", "H", "H", "C", "H", "O", "H", "H", "N", "H", "H", "H", "H", "H", "H", "H", "H", "H", "H", "H", "H", "C", "H", "C", "C", "C", "H", "O", "C", "H", "C", "H", "H", "H", "H", "H", "H", "C", "H", "H", "H", "H", "H", "C", "H", "H", "H", "H", "C", "O", "C", "C", "H", "H", "C", "H", "H", "H", "H", "C", "H", "H", "H", "H", "H", "H", "H", "O", "H", "H", "H", "H", "H", "H", "H", "H", "C", "H", "H", "C", "O", "C", "O", "C", "H", "H", "H", "C", "H", "C", "H", "C", "H", "H", "H", "H", "H", "H", "H", "C", "H", "H", "C", "H", "H", "N", "C", "H", "H", "C", "C", "N", "H", "H", "H", "C", "N", "H", "H", "C", "H", "O", "H", "C", "C", "H", "H", "O", "H", "O", "H", "H", "C", "H", "H", "H", "H", "H", "H", "N", "O", "H", "H", "C", "C", "H", "H", "H", "O", "C", "H", "C", "O", "H", "C", "H", "H", "H", "C", "H", "H", "H", "O", "C", "H", "H", "H", "C", "H", "H", "H", "H", "H", "H", "H", "H", "H", "H", "N", "C", "H", "H", "H", "C", "C", "N", "H", "O", "O", "C", "H", "H", "H", "H", "H", "C", "O", "H", "H", "H", "O", "C", "C", "H", "H", "C", "H", "N", "H", "N", "C", "C", "C", "H", "H", "H", "H", "O", "H", "C", "H"], "xyz": [[-5.9889, 0.3109, 2.2901], [-1.9764, 0.8095, -4.0696], [-3.4905, 2.1906, 5.3986], [-10.1911, 1.8583, 3.2844], [10.9418, 1.6934, 0.0260], [3.5163, -2.8590, -3.2537], [-4.2916, 4.8390, -2.0074], [11.2073, -2.3873, 1.6223], [5.0475, -0.3981, 0.2652], [3.9901, -3.5561, 2.6065], [-1.9960, -4.1160, 1.9447], [-3.9236, 0.9239, -0.1926], [2.4663, -3.1784, -5.0386], [5.2780, -5.2312, 1.3183], [-6.2956, -4.0193, 2.2596], [-5.8237, -2.3301, -2.6540], [-2.7585, -0.9128, -2.4925], [-0.4004, 3.0214, 4.4334], [4.0243, -8.3805, -0.1066], [-2.5584, 1.6538, 5.2219], [-5.5751, 0.7403, 1.0059], [-0.8793, 5.1272, 0.4934], [-7.6998, -0.5151, 1.4976], [4.1722, -5.0290, 2.3907], [11.0246, -2.9008, 2.5662], [-3.3030, 3.1762, -3.6640], [-8.7663, 8.4083, 1.8972], [-11.2537, -0.4847, 3.3607], [0.4431, 0.6597, 2.4070], [2.9223, -3.8694, 4.6070], [2.7922, 1.2380, 2.5959], [3.2185, -8.6040, -0.8058], [8.6381, 0.4092, 1.0793], [0.2935, -0.0345, -3.2366], [-4.3651, 2.9578, 2.9800], [-5.0254, 3.5851, -0.9800], [-6.3831, 7.2849, 2.8696], [0.2077, 1.9666, -3.3721], [-4.1869, 1.0499, 0.8575], [-3.4927, 3.4786, 3.3749], [3.5598, -3.5272, -4.1138], [10.6855, 1.4775, 1.7575], [4.0206, 1.7747, 0.8628], [-0.0931, -5.3161, 2.6114], [3.3166, 3.7478, 0.6328], [7.1419, 0.4555, -0.8287], [5.7145, -7.3484, 1.5741], [-7.8881, 10.0220, 1.7084], [-0.9870, -3.3206, -2.5017], [-5.1212, 5.3518, 3.8788], [-7.6310, -0.8184, 3.1000], [12.1708, -0.2586, 0.3859], [4.4644, -5.1369, -2.7343], [3.7156, 2.6292, 2.8432], [-8.1401, 9.4303, 3.2271], [4.4905, 1.1154, 2.8239], [-6.5642, 7.5308, 3.9160], [8.6866, 1.9385, -1.2617], [3.1623, 2.7447, 0.2352], [2.1322, 2.4018, 0.3320], [-2.4463, -3.2190, 0.0107], [1.4846, -1.8945, -7.1168], [-1.1172, 3.3747, 0.2486], [11.0938, -0.2929, 0.5504], [-2.9939, 3.4318, -1.5764], [1.4849, -2.2969, -1.2237], [0.0010, 3.9637, 4.8064], [-4.0017, 4.7234, -0.2763], [0.3986, 0.4227, -6.8778], [3.7350, 1.6908, 2.2889], [-5.7870, 1.1342, 2.9754], [3.4534, -2.3357, 4.3737], [-9.4082, 0.5595, 4.3368], [-9.8761, -0.9704, 2.3115], [-10.4593, -0.1360, 2.7009], [10.6931, -0.8016, -0.3263], [7.0473, 3.5603, -3.2907], [4.5106, -3.3441, -4.6144], [-1.1531, -0.0675, 2.4634], [-0.0834, -3.2717, 1.9691], [3.7185, 1.1083, -1.3863], [-1.6332, 1.1087, -2.0960], [4.1658, -7.0211, 0.1133], [-2.7525, 0.2073, -3.8345], [-4.3578, -1.3654, -4.8275], [0.9916, -5.2755, 2.5124], [-4.2845, 1.5979, 4.9442], [1.4004, 2.4095, -7.5409], [-3.6856, 2.2899, 6.4664], [6.8588, 0.2380, -1.8586], [-2.3904, 1.2544, -4.8763], [4.8196, 2.1307, -3.8851], [2.5428, 2.4568, -6.1610], [-0.8919, -6.4554, 0.2719], [-0.3753, -7.0849, 0.9965], [1.8188, -2.8467, 3.2375], [-0.6610, 2.6223, -3.3143], [2.3165, 0.6638, -7.1359], [1.3564, -1.3714, -6.1692], [0.3520, -1.7227, -5.9330], [2.6493, -3.5557, -6.0447], [1.2300, 0.6513, -5.3723], [-3.1690, 2.5625, -2.7732], [-5.6858, -0.6635, -4.4931], [-1.5230, -3.1507, -3.4354], [-0.8140, 1.3362, 1.3786], [6.4007, 3.9538, -4.0750], [4.2288, -4.6744, -1.7758], [4.9184, -8.7672, -0.5955], [4.9637, 1.8102, -4.9170], [12.2774, -2.4043, 1.4157], [-2.5973, 2.9300, 3.0826], [0.9628, -2.6984, -0.3552], [0.2399, 0.8632, -0.6179], [10.4600, 1.0643, 0.7744], [2.7192, 3.7627, -1.6404], [-0.7397, 3.1255, -4.2780], [5.4637, -6.6470, 0.7783], [5.8133, -1.9228, 0.9905], [6.5065, 5.0333, -4.1830], [-8.3402, 1.2251, 2.6820], [-4.0688, -3.0009, 1.3108], [-0.3085, -4.3271, 0.5997], [-6.6359, -5.0670, 0.9940], [2.3592, 2.0589, -7.1591], [0.5340, -1.0556, -1.4521], [-4.8573, 5.4010, 2.9051], [-3.9442, 2.0752, 1.1368], [-0.7405, -8.1118, 0.9923], [-0.3464, -5.1554, 3.6593], [-3.5098, 4.8839, 2.7982], [3.2008, 1.7815, -1.9329], [-0.7038, 4.7941, 4.7647], [-8.5827, 1.6053, 1.7783], [-7.4555, 0.0141, 2.4186], [-4.1997, 7.3726, 3.0497], [10.8473, -1.0356, 1.7554], [10.6400, -2.9522, 0.8826], [-4.1112, 4.1401, -1.1906], [-12.0369, -0.6297, 1.0561], [4.4786, -6.2169, -2.5882], [1.4469, -3.0492, -2.0115], [5.0526, 3.5693, -3.8550], [-4.8507, -0.5015, -2.1474], [-0.0408, 3.8912, 1.9163], [9.2979, 0.2433, -1.3268], [3.1139, 2.3732, -7.8801], [3.3827, 1.8254, -3.4367], [6.2805, -6.6040, 0.0578], [4.9486, -3.0837, 2.8211], [-1.4689, -4.0717, -4.0159], [1.7236, 0.1993, -2.5246], [-0.4806, 3.2796, -2.4636], [3.8897, -8.9555, 0.8096], [9.0290, 1.1802, 0.5569], [7.0523, -0.7307, -0.0304], [2.6740, 2.5718, -3.7953], [5.5033, 1.5336, -3.2818], [0.5792, -0.1006, -0.2384], [3.0436, -3.1593, 3.7890], [2.6256, 5.9191, 3.9999], [1.9624, -1.3362, -4.2803], [-5.8254, -3.2811, -3.1868], [-0.5236, -6.6405, 2.3112], [-4.7105, -1.3406, -2.8289], [-3.2329, 4.9439, 1.7457], [0.7684, 4.9013, 2.4540], [-4.7574, -4.1350, 0.7952], [0.0270, -1.9262, 3.6863], [-6.1289, -4.1216, 1.1873], [6.7469, 3.5050, -5.0060], [-12.7343, -0.0691, 0.4336], [-11.5334, -1.4187, 0.4974], [-3.2857, -1.8668, -2.5020], [0.2865, 3.8190, 5.8483], [3.3285, -5.4411, 2.0187], [-4.4428, -2.1216, 0.7864], [3.5870, -4.8522, -3.7262], [-0.5827, -4.1848, 1.6450], [-3.3441, -2.2605, -1.4873], [-0.5038, -1.3799, -1.5296], [0.4554, 4.1741, -0.0335], [1.2974, 0.1373, -6.3312], [1.6494, 5.2433, 1.9109], [0.5948, -3.1915, 4.8882], [-2.4978, -4.9791, 1.7917], [-2.0771, -2.1066, 1.2868], [5.0637, -4.4264, 0.6150], [1.5398, -3.5407, -4.5930], [0.6964, -7.1551, 0.8107], [-2.7371, 5.4638, 3.3029], [3.0161, 0.9260, -3.9315], [6.1935, -4.9367, 1.8314], [2.3437, -1.7207, -5.1329], [-0.4282, 4.1410, 0.6038], [-6.7567, -1.8401, -2.9325], [-3.4966, 0.4321, 1.4320], [-4.8629, 6.9022, 1.4622], [1.1890, 4.4159, 3.8768], [-7.9546, 9.0610, 2.2185], [1.0168, -0.4989, -2.7063], [-0.9604, -2.3834, -3.9672], [-0.2702, -0.5917, 0.8136], [-11.1344, 0.3732, 1.5361], [3.4088, 3.0131, -1.2523], [3.6614, -3.0297, 1.7104], [5.4581, -4.7304, -2.9222], [-5.8294, -2.4945, -1.5765], [1.2336, -1.5876, 4.8491], [-12.6998, -1.1388, 1.7558], [5.7416, -1.2308, 0.1514], [-2.8962, -2.8702, -3.3899], [-4.0424, 1.9142, -2.7022], [1.8627, 3.5727, 3.7244], [4.4341, 3.3339, -1.4368], [-3.4878, 3.4641, 4.8173], [-2.5412, -3.0723, 1.0866], [-0.4288, 0.4090, 1.8028], [-5.4564, -0.6144, 2.5100], [5.3512, -1.8608, -0.6479], [-4.9532, 6.7716, 2.5406], [0.1772, 5.7974, 2.6433], [1.8950, 5.5288, 4.5778], [-6.6418, -3.3780, 0.5772], [-4.7354, -0.7131, -4.1552], [-9.5781, 0.9586, 3.3368], [-1.8509, 1.7262, -2.9674], [0.8675, -2.3872, 4.2051], [2.5211, -2.1336, -0.9275], [-7.1044, 6.4822, 2.7164], [-4.2548, -2.7795, 2.3617], [1.6107, 0.0206, 0.0927], [-6.7344, 8.3829, 1.9805], [1.2594, 6.3127, 4.5382], [8.6337, 0.9434, -0.8200], [6.5303, 1.3127, -0.5474]], "max_force_ev_per_a": 3.3, "relative_energy_ev": 3.457, "charge": 0, "smiles": "COC[C@H](C)N.COC[C@H](C)N.COC[C@H](C)N.COC[C@H](C)N.COCCNCCOC.COCCNCCOC.COCCNCCOC.COCCNCCOC.COCCNCCOC.COCCNCCOC.COCCNCCOC", "orbital_gap_ev": 8.9, "spin_multiplicity": 1, "e_lumo_ev": 0.56, "homo_ev": -8.3736}